Record 1
Molecular formula: C5H6N
Method: DFT, ωB97M-V/def2-TZVPD

Positions of all 12 atoms, in Å:
C: 1.94 0.15 -0.06
C: 0.82 0.91 0.07
C: 2.03 -1.07 -0.09
C: -0.35 1.76 -0.07
C: -1.16 -0.85 0.04
N: -0.30 0.24 -0.07
H: 2.64 -2.02 0.14
H: -0.92 2.08 0.82
H: -0.61 2.28 -0.92
H: -1.87 -0.95 -0.86
H: -1.81 -0.93 0.89
H: -0.41 -1.61 0.12

Computed properties:
Spin multiplicity: 1
Energy relative to the best compared isomer or geometry (same formula, charge and spin) in kcal per mole: 149.86
Gap between HOMO and LUMO (spin up / spin down) in eV: 9.375 / 9.375
Charge: +1
HOMO energy (spin up / spin down) in eV: -15.29 / -15.29
SMILES: C#CC1=[N+](C)C1


Record 2
Molecular formula: Cl2FMg
Method: DFT, ωB97M-V/def2-TZVPD

Positions of all 4 atoms, in Å:
Mg: -2.18 30.97 13.54
F: -2.65 32.77 13.55
Cl: -2.97 29.71 15.26
Cl: -1.83 29.88 11.43

Computed properties:
Spin multiplicity: 1
Energy relative to the best compared isomer or geometry (same formula, charge and spin) in kcal per mole: 2.28
Gap between HOMO and LUMO in eV: 9.611
Charge: -1
HOMO energy in eV: -6.15


Record 3
Molecular formula: C5H11NO3
Method: DFT, ωB97M-V/def2-TZVPD

Positions of all 20 atoms, in Å:
C: 1.05 -0.34 -0.03
C: 1.37 -1.92 -0.15
C: -2.38 0.90 0.78
N: -0.37 -0.23 -0.12
C: -1.02 1.04 0.17
C: -0.48 2.22 -0.12
O: 1.58 0.11 1.16
O: 1.67 0.32 -1.08
O: 0.90 -2.33 -1.41
H: 1.59 1.08 1.13
H: 1.40 -0.13 -1.90
H: 0.98 -3.28 -1.51
H: -0.87 -1.01 0.28
H: 2.45 -2.01 -0.07
H: 0.90 -2.45 0.68
H: -2.87 1.86 0.86
H: -2.31 0.46 1.78
H: -3.00 0.24 0.17
H: 0.49 2.34 -0.57
H: -1.06 3.13 -0.02

Computed properties:
Spin multiplicity: 1
Energy relative to the best compared isomer or geometry (same formula, charge and spin) in kcal per mole: 35.83
Gap between HOMO and LUMO in eV: 9.128
HOMO energy in eV: -8.44
SMILES: C=C(C)NC(O)(O)CO